No. 1
{
  "formula": "C5H11NO",
  "method": "ωB97M-V/def2-TZVPD",
  "elements": ["O", "C", "C", "C", "C", "C", "N", "H", "H", "H", "H", "H", "H", "H", "H", "H", "H", "H"],
  "positions_angstrom": [[1.0838, 0.3403, 2.9797], [1.4873, -0.1960, 1.9516], [0.7123, -0.0611, 0.6965], [-0.6858, 0.8007, 0.6368], [-1.4930, 0.5144, -0.7232], [-1.2755, -0.8396, -1.4696], [1.8216, 0.4491, -0.4204], [2.5204, -0.6745, 2.0099], [0.3829, -1.0858, 0.4353], [-1.3430, 0.4518, 1.4984], [-0.3944, 1.9070, 0.7282], [-1.1309, 1.3486, -1.4925], [-2.6514, 0.6073, -0.6210], [-1.3202, -1.8779, -0.8632], [-0.2256, -1.0435, -1.5639], [-1.9640, -0.9036, -2.3207], [2.8406, 0.1646, -0.0880], [1.6349, 0.0983, -1.3739]],
  "homo_energy_ev": [-14.99, -14.94],
  "relative_energy_kj_mol": 436.6,
  "gap_ev": [10.57, 5.61],
  "spin_multiplicity": 2,
  "charge": 1
}

No. 2
{
  "formula": "C5H11NO",
  "method": "ωB97M-V/def2-TZVPD",
  "elements": ["C", "C", "N", "C", "C", "C", "O", "H", "H", "H", "H", "H", "H", "H", "H", "H", "H", "H"],
  "positions_angstrom": [[0.6733, 2.2961, 0.8310], [0.4083, 1.4387, -0.5019], [-0.7256, 0.4973, -0.3645], [-1.2145, -1.8809, 0.3683], [-0.2097, -0.7951, 0.1149], [0.7494, -1.5885, -0.7945], [0.4781, -1.8966, -1.8946], [-0.0718, 3.1147, 0.7182], [1.6705, 2.6095, 1.0470], [0.3359, 1.6320, 1.5629], [1.3002, 0.8257, -0.8398], [0.4245, 2.2106, -1.3255], [-1.3850, 0.4546, -1.1792], [-1.6142, -1.6283, 1.3794], [-2.0303, -1.9747, -0.3480], [-0.6909, -2.9158, 0.4524], [0.3263, -0.4505, 0.9247], [1.5754, -1.9487, -0.1507]],
  "homo_energy_ev": [-15.25, -15.04],
  "relative_energy_kj_mol": 265.1,
  "gap_ev": [11.25, 6.70],
  "spin_multiplicity": 2,
  "charge": 1
}